Formula: C23H18Cl4CsIN4O4
Source: OMol25
Level of theory: wB97M-V/def2-TZVPD

Structure (XYZ):
```
55
Properties=species:S:1:pos:R:3:forces:R:3
Cs -0.21193 1.58941 -1.60959 0.9 0.2 0.1
Cl -4.56178 7.68558 -0.48506 0.0 0.0 0.0
C -3.49449 6.34076 -0.18945 0.0 0.1 0.4
C -3.03632 6.08918 1.08692 -0.2 0.3 -0.1
Cl -3.52304 7.11325 2.41320 0.0 0.0 0.0
C -2.17503 5.00274 1.30844 0.0 0.0 0.1
Cl -1.57899 4.67111 2.92026 0.0 0.0 0.1
C -1.74562 4.14745 0.29478 0.0 0.0 -0.2
O -0.95288 3.15747 0.48580 -0.2 0.2 0.2
C -2.23315 4.41393 -1.07371 0.2 -0.3 0.0
O -1.83862 3.64228 -2.01764 -0.5 0.6 0.0
C -3.09219 5.50752 -1.24315 0.1 -0.1 -0.2
Cl -3.65706 5.81770 -2.86714 0.0 0.0 0.0
N -3.33812 -1.39293 -0.09121 -0.1 0.0 0.1
C -2.29066 -1.81782 -1.02199 0.0 0.0 0.0
C -2.21209 -1.02298 -2.32127 0.0 -0.3 -0.2
C -0.95219 -1.44647 -3.12844 -0.2 0.3 0.2
O -1.13544 -2.24875 -4.06377 -0.1 -0.1 -0.2
O 0.14079 -0.96282 -2.72842 0.0 -0.5 -0.2
H -4.20331 -1.26174 -0.60524 0.0 0.0 0.0
H -3.10334 -0.48095 0.28762 0.0 0.0 0.0
H -2.46199 -2.87065 -1.26991 0.1 0.0 0.0
H -1.33013 -1.75839 -0.50167 0.0 0.0 0.0
H -2.20691 0.04304 -2.08380 -0.2 -0.2 -0.1
H -3.09901 -1.22938 -2.92704 0.0 0.1 0.0
N 2.30060 -1.28953 0.48550 0.1 0.0 -0.1
C 2.31912 -1.38076 1.84430 0.0 0.0 0.0
C 2.98371 -2.38743 2.51789 0.0 0.0 -0.1
C 3.02932 -2.40799 3.92261 0.0 0.0 0.0
C 2.42859 -1.43434 4.67064 0.0 0.0 0.0
C 1.73199 -0.38835 4.01521 -0.1 0.0 0.1
C 1.07431 0.66055 4.70655 0.1 -0.1 0.0
C 0.41880 1.62415 4.00393 0.0 0.0 0.0
C 0.39491 1.55989 2.58861 -0.1 0.0 0.0
N 0.99001 0.60208 1.91954 0.1 -0.1 0.0
C 1.66006 -0.35829 2.61046 0.0 0.0 -0.1
H 2.48891 -2.11500 -0.06774 -0.1 0.0 0.0
H 1.64612 -0.63317 0.09280 -0.1 0.0 0.0
H 3.47542 -3.16042 1.93934 0.0 0.0 0.0
H 3.55950 -3.21380 4.41784 0.0 0.0 0.0
H 2.47071 -1.44805 5.75328 0.0 0.0 0.0
H 1.10587 0.67370 5.79121 0.0 0.0 0.0
H -0.09639 2.43745 4.49769 0.0 0.0 0.0
H -0.14270 2.30736 2.00254 0.0 0.0 0.0
I 4.65521 -2.52581 -5.27799 -0.2 -0.1 0.2
C 3.14954 -3.15085 -3.92788 0.3 0.1 -0.5
C 1.92438 -3.57770 -4.40816 0.0 0.0 0.2
C 0.97483 -3.96292 -3.47687 0.1 0.0 0.0
C 1.29837 -3.88720 -2.13037 -0.1 0.0 -0.1
N 2.48090 -3.47783 -1.68284 0.1 0.0 0.1
C 3.39715 -3.10354 -2.57080 -0.1 0.0 0.1
H 1.69486 -3.57418 -5.46346 0.0 0.0 0.0
H -0.01770 -4.23781 -3.79462 0.0 0.0 0.0
H 0.55922 -4.13420 -1.37707 0.0 0.0 0.0
H 4.33788 -2.74457 -2.17069 0.0 0.0 -0.1
```
Forces are in eV/Å.

For the lowest unoccupied orbital energy, the calculation gives 0.1159 Eh. The net charge is -2.

Partial atomic charges computed with the Mulliken method, in multiples of e: 1.21 -0.26 0.15 0.05 -0.27 0.41 -0.27 -0.27 -0.92 0.12 -0.92 0.30 -0.28 -0.69 -0.17 -0.28 0.75 -0.76 -0.67 0.26 0.29 0.23 0.03 -0.31 0.26 -0.31 -0.22 -0.64 -0.53 -0.97 1.33 -0.81 -0.45 0.04 -0.27 0.52 0.10 0.28 0.43 0.35 0.33 0.36 0.36 0.25 0.01 -0.14 -0.06 -0.45 -0.26 -0.53 -0.27 0.39 0.43 0.35 0.35

---

Formula: C11H23N3O5
Source: OMol25
Level of theory: wB97M-V/def2-TZVPD

Structure (XYZ):
```
42
Properties=species:S:1:pos:R:3:forces:R:3
C 5.32742 0.35205 2.38524 0.0 0.1 0.0
C 4.20070 -0.33033 1.61163 -0.1 0.0 0.0
C 4.31991 -0.17559 0.08804 0.1 0.0 0.0
C 4.11362 1.27116 -0.36433 -0.1 0.0 0.0
C 3.39253 -1.14603 -0.68643 0.1 0.0 0.2
N 3.69412 -1.09775 -2.10826 -0.2 0.0 -0.1
C 1.91326 -0.83521 -0.41622 0.1 0.3 -0.3
O 1.22736 -0.20349 -1.17779 1.5 -1.3 -0.6
O 1.39483 -1.28556 0.74745 0.2 -0.2 0.0
H 6.30641 -0.01504 2.05707 -0.1 0.0 0.0
H 5.31208 1.43798 2.24622 0.0 -0.2 0.0
H 5.23769 0.15925 3.45883 0.0 0.0 -0.1
H 3.23497 0.06751 1.95396 0.2 0.0 -0.1
H 4.21502 -1.40286 1.86364 0.0 0.1 0.0
H 5.33222 -0.48406 -0.20564 -0.1 0.0 0.0
H 4.26700 1.36638 -1.44238 0.0 0.0 0.1
H 4.82819 1.93942 0.12363 -0.1 -0.1 -0.1
H 3.10272 1.62519 -0.13020 0.1 -0.1 0.0
H 3.60732 -2.16341 -0.32813 -0.1 0.1 0.0
H 3.17666 -0.31595 -2.50597 0.1 -0.1 0.0
H 3.30641 -1.92187 -2.55905 0.1 0.1 0.0
H 2.07491 -1.76154 1.24767 -0.1 0.1 -0.1
N -6.49834 -1.34697 0.36303 -0.3 -0.3 0.1
C -5.54051 -0.40204 0.59068 -0.3 0.3 0.5
O -5.73689 0.51710 1.37487 0.3 -0.5 -0.6
C -4.27272 -0.60224 -0.20966 0.3 0.3 0.2
C -3.23132 0.47468 0.09544 -0.2 0.3 -0.1
C -1.96925 0.33808 -0.76151 0.9 -0.8 0.6
N -1.30620 -0.96318 -0.50718 -0.6 0.4 -0.1
C -0.99490 1.48479 -0.46518 1.3 0.0 0.5
O 0.12285 1.37722 0.01756 -2.3 0.9 0.2
O -1.47066 2.69276 -0.82406 0.3 0.3 0.0
H -7.33228 -1.29886 0.93364 0.2 0.0 -0.1
H -6.29026 -2.21632 -0.10865 0.0 0.3 0.1
H -3.87969 -1.59777 0.02806 0.0 0.1 -0.2
H -4.53493 -0.57897 -1.27377 0.1 -0.1 0.1
H -2.96863 0.44479 1.16183 0.0 -0.1 -0.2
H -3.67906 1.46173 -0.07082 0.1 -0.2 0.0
H -2.21806 0.38294 -1.82824 -0.1 0.1 0.1
H -0.98144 -0.96583 0.46274 -0.1 0.0 -0.3
H -0.43976 -0.98560 -1.04993 -0.6 0.0 0.3
H -0.75690 3.31812 -0.57822 -0.4 -0.2 -0.2
```
Forces are in eV/Å.

For the lowest unoccupied orbital energy, the calculation gives 0.0211 Eh. The structure (SMILES) is CC[C@H](C)[C@H](N)C(=O)O.NC(=O)CC[C@H](N)C(=O)O.

Partial atomic charges computed with the Mulliken method, in multiples of e: -1.43 -0.52 0.60 -1.54 -0.41 -0.76 0.52 -0.63 -0.50 0.33 0.32 0.40 0.31 0.34 0.36 0.39 0.47 0.23 0.53 0.30 0.32 0.39 -0.37 0.47 -0.63 -0.61 -1.02 0.27 -0.75 0.38 -0.52 -0.50 0.26 0.21 0.36 0.31 0.32 0.38 0.44 0.29 0.35 0.36

---

Formula: C4H12
Source: OMol25
Level of theory: wB97M-V/def2-TZVPD

Structure (XYZ):
```
16
Properties=species:S:1:pos:R:3:forces:R:3
C -2.37075 -1.12048 -0.16452 0.9 -1.6 0.2
C -1.26964 -2.27484 -0.43688 -1.7 1.6 1.1
H -2.08264 -0.42408 0.62884 0.5 0.7 0.0
H -2.68481 -0.55867 -1.06000 -0.1 -0.4 0.6
H -3.16277 -1.61322 0.47828 0.2 0.3 -1.1
H -0.77017 -2.17539 -1.38736 -0.1 0.0 -0.3
H -1.86935 -3.20841 -0.39257 1.2 0.2 0.1
H -0.50758 -2.12837 0.37981 -0.7 -0.8 -0.5
C 2.39175 1.48052 -0.19361 -1.6 -1.2 1.5
C 1.29932 1.90238 0.76526 -0.1 3.8 0.2
H 2.00348 1.51875 -1.21228 0.3 -0.6 -0.4
H 3.10992 2.29655 -0.28070 0.8 1.3 0.3
H 2.93527 0.59799 0.19676 -0.2 0.4 -0.8
H 0.67314 1.02940 0.49004 -1.1 -1.1 -0.2
H 1.42027 1.88082 1.87968 0.2 -0.3 -1.1
H 0.63114 2.85913 0.45800 1.6 -2.3 0.6
```
Forces are in eV/Å.

As for the expectation value of S²: 0.753. For the lowest unoccupied orbital energy (spin up / spin down), the calculation gives -0.1186 / -0.4211 Eh. The spin multiplicity is 2. The net charge is +1.

Partial atomic charges computed with the Mulliken method, in multiples of e: -0.74 -0.66 0.25 0.30 0.30 0.27 0.29 0.21 -0.77 -0.42 0.36 0.36 0.35 0.22 0.35 0.33

---

Formula: C2H4BiLiO
Source: OMol25
Level of theory: wB97M-V/def2-TZVPD

Structure (XYZ):
```
9
Properties=species:S:1:pos:R:3:forces:R:3
O 0.76093 0.37902 0.85241 2.1 -2.5 0.3
Li 2.47670 -0.01517 0.34157 0.1 -0.2 0.0
C -0.10664 -0.59667 0.52536 -3.7 2.0 -0.4
C -0.71593 -0.60833 -0.74108 2.4 -2.5 1.3
H -0.73520 -0.79469 1.40694 0.3 -0.6 -0.3
H 0.00389 -0.82473 -1.54335 -0.4 1.4 -0.5
H -1.55474 -1.30102 -0.85624 -0.1 0.5 0.3
Bi 0.63138 2.41378 0.69077 -1.7 0.9 -1.6
H -0.76039 1.34781 -0.67638 0.9 1.0 0.9
```
Forces are in eV/Å.

As for the expectation value of S²: 0.764. For the lowest unoccupied orbital energy (spin up / spin down), the calculation gives -0.1925 / -0.2080 Eh. The spin multiplicity is 2. The net charge is +1.

Partial atomic charges computed with the Mulliken method, in multiples of e: -0.66 0.87 0.12 -0.72 0.28 0.27 0.29 0.49 0.07

---

One value per record, in order, for energy relative to the best compared isomer or geometry (same formula, charge and spin): 5.7 18.6 30.5 10.4 kcal per mole.